1.
88
Properties=species:S:1:pos:R:3 method="wB97M-V/def2-TZVPD" homo_ev="-9.542 / -11.087" homo_lumo_gap_ha="0.2448 / 0.2320" spin_multiplicity=4 s2=3.804 total_charge=+1
W -1.19807 0.74060 0.49664
O -1.41442 1.00209 2.48700
N -1.15989 0.06003 3.38629
C -0.90313 0.46514 4.63561
C -0.76200 -0.46062 5.63447
C -0.89245 -1.81004 5.31835
C -1.13126 -2.18881 4.02338
C -1.26996 -1.22034 3.01811
S -1.58021 -1.58335 1.36232
H -0.82712 1.53412 4.76177
H -0.56014 -0.12973 6.64218
H -0.81242 -2.56071 6.09463
H -1.20949 -3.22955 3.74104
Se -1.33171 3.80407 -1.51263
N -2.10995 4.73281 -0.20187
C -2.82180 3.88939 0.55326
C -3.60508 4.17639 1.67257
C -4.23943 3.10690 2.31058
C -4.05486 1.80584 1.89638
N -3.30492 1.47869 0.81740
C -2.77616 2.50463 0.15899
N -2.04207 2.19645 -0.93575
H -3.69796 5.19357 2.02873
H -4.88945 3.29118 3.15680
H -4.51404 0.97324 2.41503
O -0.32744 0.01469 -0.96765
As -2.23798 -0.42953 -1.52877
C -1.80355 0.06160 -3.33489
C -2.66441 -0.38192 -4.32677
C -2.35843 -0.13706 -5.65484
C -1.19449 0.54394 -5.98884
C -0.33377 0.97763 -4.99219
C -0.63466 0.73262 -3.65801
C -2.08681 -2.33686 -1.66588
C -0.81491 -2.89761 -1.61880
C -0.66993 -4.26909 -1.76455
C -1.78869 -5.07195 -1.94727
C -3.05218 -4.50313 -2.00400
C -3.20734 -3.13066 -1.86234
C -4.15072 -0.05755 -1.55508
C -4.95217 -0.64735 -0.58320
C -6.21431 -0.13231 -0.32662
C -6.64151 1.01031 -0.98895
C -5.82651 1.61188 -1.93980
C -4.57030 1.08569 -2.21774
H -3.56664 -0.91644 -4.06840
H -3.02941 -0.47870 -6.43242
H -0.95545 0.72651 -7.02931
H 0.57725 1.50125 -5.25256
H 0.03981 1.04607 -2.87639
H 0.04857 -2.26691 -1.46965
H 0.31687 -4.71263 -1.73310
H -1.67438 -6.14398 -2.05096
H -3.92272 -5.12843 -2.15818
H -4.18977 -2.69290 -1.92867
H -4.58925 -1.49237 -0.01417
H -6.85299 -0.60917 0.40633
H -7.60337 1.44608 -0.74804
H -6.15970 2.50302 -2.45872
H -3.93172 1.56202 -2.94872
C 8.73663 -2.42300 -1.16927
C 7.99117 -1.56566 -0.17871
C 8.47546 -0.30477 0.17024
C 7.79036 0.50367 1.06076
C 6.60068 0.03853 1.61481
C 6.09735 -1.21436 1.28686
C 6.79996 -2.00669 0.39161
S 5.68240 1.08671 2.68594
O 4.82208 0.25783 3.47909
O 6.58865 2.02424 3.26645
N 4.68016 1.97050 1.73235
C 3.43982 1.40403 1.21812
C 2.26353 2.33675 1.53225
C 0.95831 1.70488 1.20900
O -0.04168 2.36790 0.78628
O 0.75215 0.46609 1.31225
H 9.81466 -2.32370 -1.04319
H 8.49701 -2.12086 -2.19120
H 8.47218 -3.47436 -1.06257
H 9.40872 0.04287 -0.25888
H 8.17306 1.47522 1.34861
H 5.18259 -1.56554 1.74794
H 6.42201 -2.99054 0.13672
H 5.16020 2.65110 1.16023
H 3.26656 0.46272 1.73264
H 3.49671 1.19895 0.14863
H 2.31708 3.28843 1.00613
H 2.28319 2.55036 2.60480

---

2.
13
Properties=species:S:1:pos:R:3 method="wB97M-V/def2-TZVPD" homo_ev=-9.273 homo_lumo_gap_ha=0.3684 smiles=CS[C@H](C)C#N spin_multiplicity=1
C -1.01014 -1.40601 -0.93129
S -0.58932 -1.27458 0.86187
C 0.49705 0.23916 0.90059
C -0.19873 1.41606 0.30135
C 1.90948 -0.03435 0.37790
N 2.94419 -0.15924 -0.09112
H -1.50420 -2.38949 -0.95428
H -0.10316 -1.45540 -1.49386
H -1.37567 -0.52823 -1.17222
H 0.63386 0.32886 1.94257
H -0.26962 2.33530 0.93880
H 0.28684 1.84250 -0.60611
H -1.22059 1.08543 -0.07422

---

3.
40
Properties=species:S:1:pos:R:3 method="wB97M-V/def2-TZVPD" homo_ev="-16.775 / -16.586" homo_lumo_gap_ha="0.3474 / 0.1592" spin_multiplicity=5 s2=6.025 total_charge=+2
H 2.97332 -0.94191 0.89298
N 0.98306 -1.18361 0.17651
B -1.33602 -2.13337 -0.37520
N 0.15775 -2.29054 0.03437
C 0.84169 -3.39338 0.37559
Os 0.28097 0.76547 -0.35806
H 0.35352 -4.35646 0.33213
C 2.12521 -3.02278 0.75113
H 2.91551 -3.67168 1.07658
C 2.17685 -1.62607 0.63843
H -1.91648 -3.17829 -0.38570
C -0.65991 2.48121 -0.63312
H 0.09320 3.19047 -1.02009
H -1.11305 2.87560 0.28981
H -1.44204 2.34691 -1.40146
N -1.28914 -1.44248 -1.76739
N -1.93371 -1.10158 0.62722
N -0.61671 -0.22871 -1.90128
N -1.29540 0.11984 0.81404
C -1.80276 -1.77322 -2.96296
C -3.02160 -1.12890 1.41392
H -2.37672 -2.68190 -3.05672
H -3.66536 -1.99349 1.41705
C -1.46331 -0.80047 -3.89102
C -3.09264 0.05984 2.13495
C -0.72640 0.16523 -3.19686
C -1.97589 0.80587 1.75620
H -1.70868 -0.77507 -4.93574
H -3.84080 0.35940 2.84510
H -0.29166 1.09873 -3.51910
H -1.63579 1.78643 2.07729
H 1.34212 1.27097 -1.47308
F 4.41722 3.58611 2.16446
C 3.66813 2.46056 2.04339
F 4.33914 1.57382 1.25868
F 3.49350 1.91218 3.26535
S 2.00053 2.75641 1.22664
O 1.18858 3.44961 2.19071
O 2.31070 3.37330 -0.04185
O 1.54309 1.28596 1.11711

---

4.
43
Properties=species:S:1:pos:R:3 method="wB97M-V/def2-TZVPD" homo_ev=-8.128 homo_lumo_gap_ha=0.3167 smiles="CC(C)C[C@H](NC(=O)[C@@H](N)Cc1ccc(O)cc1)C(=O)O" spin_multiplicity=1
C -0.67332 2.94190 2.36605
C -1.51681 4.08848 1.79579
C -2.48597 4.72330 2.84734
C -2.31745 3.45616 0.63250
C -1.47482 2.64579 -0.35700
N -1.05936 1.34949 0.03581
C -0.46981 0.49220 -0.86291
O -0.51623 0.70724 -2.09279
C 0.13675 -0.75876 -0.20233
N -0.43283 -0.84034 1.12157
C -0.17045 -1.81640 -1.26592
C 0.62301 -3.14376 -0.98670
C 0.09767 -4.27684 -0.32821
C 0.87228 -5.29845 0.07236
C 2.29849 -5.24151 -0.14058
O 2.97191 -6.20652 0.38732
C 2.96035 -4.05078 -0.67961
C 2.03808 -3.01888 -1.09266
C -0.35072 3.59604 -0.86937
O -0.55681 4.66680 -1.45205
O 0.87153 3.17656 -0.46366
H 0.41070 2.76609 1.88035
H -0.41398 3.08999 3.54970
H -1.41770 1.91652 2.23406
H -0.95911 4.92683 1.36122
H -3.36971 3.90642 2.99650
H -2.06466 5.08092 3.82222
H -2.88382 5.52040 2.22301
H -3.01916 2.79340 1.09817
H -2.84859 4.24087 0.08721
H -2.14337 2.50078 -1.25716
H -0.90485 0.97887 0.93482
H 1.17337 -0.72510 0.10690
H 0.26956 -1.19391 1.81725
H -1.20373 -1.58356 1.10417
H 0.12220 -1.35978 -2.24073
H -1.23110 -1.94235 -1.46196
H -1.00111 -4.36018 -0.37653
H 0.44840 -6.24844 0.45115
H 4.00240 -6.20132 0.33839
H 4.03175 -4.03338 -0.79038
H 2.31988 -2.04503 -1.57254
H 1.56106 3.62425 -1.01056